ORCA calculation (ωB97M-V/def2-TZVPD) on a cluster of 10 separate species, C40H70N10 in total.

XYZ file:
```
120
Properties=species:S:1:pos:R:3:forces:R:3
C 1.576 4.139 2.692 -0.5020 0.9335 0.1510
C 2.543 5.097 1.920 -0.9677 -1.1437 -0.5955
C 3.242 4.396 0.720 1.4311 0.0997 2.6469
C 2.400 3.875 -0.284 -1.7396 -0.8271 -2.0859
N 1.722 3.443 -1.119 0.6645 0.5087 0.9769
H 0.774 3.761 2.057 0.1360 -0.0681 -0.3114
H 1.049 4.703 3.462 -0.0559 0.3394 -0.0330
H 1.936 3.292 3.275 0.8683 -0.0506 -0.4878
H 3.292 5.509 2.596 -0.0340 0.0782 -0.1987
H 1.951 5.877 1.441 -0.1109 0.3788 0.6313
H 3.715 3.551 1.219 0.4007 -0.3643 -0.4657
H 4.040 5.021 0.319 -0.1536 0.0132 -0.2225
C 6.560 -3.540 0.961 -0.0767 0.3803 -0.2799
C 5.992 -2.171 0.550 -0.2775 -0.4795 -0.0179
C 4.704 -1.759 1.360 1.0049 -0.4898 -0.4656
C 4.323 -0.375 1.134 -1.5385 3.9503 -0.1178
N 3.954 0.745 1.022 1.3648 -3.7112 0.3099
H 7.494 -3.736 0.433 0.0779 0.1478 -0.0436
H 5.893 -4.347 0.657 -0.1584 -0.0493 0.4156
H 6.793 -3.557 2.025 -0.2073 -0.2419 0.0414
H 5.767 -2.218 -0.515 -0.3745 0.0596 0.0409
H 6.809 -1.450 0.584 -0.2845 0.3624 0.5316
H 4.836 -1.921 2.430 0.3011 0.2474 0.1118
H 3.837 -2.381 1.139 0.0416 -0.0643 -0.4343
C -1.410 1.383 -0.329 1.7685 -0.5215 0.1435
C -0.230 0.551 -0.983 -0.6266 -0.4232 0.3794
C 0.601 -0.369 -0.014 -0.5387 0.8685 -0.8850
C 1.500 -1.291 -0.755 0.0670 -0.4905 -0.4469
N 2.134 -2.044 -1.371 -0.6276 0.9558 0.8439
H -1.836 1.996 -1.123 -0.3149 -0.0721 0.1725
H -1.055 2.043 0.463 0.3145 0.2625 -0.1498
H -2.131 0.767 0.207 -0.2385 -0.2598 -0.5333
H 0.455 1.188 -1.542 -0.1515 0.1501 0.1469
H -0.699 -0.112 -1.711 0.0500 -0.0162 -0.1683
H -0.111 -0.953 0.569 0.3132 -0.1211 0.2124
H 1.201 0.274 0.631 0.0351 -0.2720 0.1684
C -2.413 -3.335 4.185 -0.3209 0.5344 0.0540
C -2.626 -3.215 2.690 0.9159 0.9320 -0.5396
C -3.097 -1.807 2.163 -0.2383 0.3374 0.6567
C -2.439 -0.562 2.680 1.9030 1.3592 1.5323
N -1.865 0.376 3.111 -1.8513 -2.6946 -1.3635
H -2.107 -4.349 4.445 0.0215 0.0942 0.0279
H -3.321 -3.084 4.732 -0.0714 -0.1039 0.1279
H -1.646 -2.625 4.493 0.1054 -0.1099 0.1475
H -3.304 -3.993 2.340 -0.1492 0.2933 -0.2020
H -1.653 -3.392 2.232 -0.0133 -0.2128 -0.2237
H -4.149 -1.684 2.420 -0.1133 0.0092 -0.0439
H -3.030 -1.685 1.082 -0.0494 -0.4734 -0.1740
C 4.925 -5.474 -4.166 0.1023 -0.4979 -0.0059
C 5.522 -4.538 -3.132 -0.1254 1.4669 -1.1314
C 4.918 -3.084 -3.298 -0.4085 -1.1015 -0.4884
C 5.082 -2.496 -4.672 0.4797 -1.3228 3.3031
N 5.269 -2.114 -5.721 0.1367 0.7943 -2.0247
H 3.836 -5.472 -4.216 -0.0740 0.3203 0.1992
H 5.188 -6.508 -3.945 0.2257 -0.0366 -0.1548
H 5.299 -5.206 -5.154 -0.0468 -0.1372 -0.0623
H 6.581 -4.397 -3.349 0.2089 -0.4274 0.2469
H 5.407 -4.907 -2.113 -0.1616 0.2867 -0.0015
H 5.312 -2.463 -2.494 -0.2485 0.3775 -0.4567
H 3.837 -3.200 -3.219 -0.0973 0.3451 0.5558
C -2.788 4.435 1.645 0.5898 -0.1765 0.3103
C -3.584 3.820 2.810 0.2269 1.3245 -0.2876
C -3.577 4.713 4.068 -0.2981 -0.2046 0.1501
C -2.236 4.866 4.649 -2.4058 -0.2036 -1.0032
N -1.199 4.935 5.093 2.1616 0.1837 0.8754
H -2.883 3.820 0.749 0.0702 0.0484 -0.0017
H -1.731 4.522 1.896 0.2018 -0.4362 0.0387
H -3.015 5.470 1.387 -0.7335 -0.0297 0.1127
H -3.181 2.852 3.109 -0.1541 -0.1409 -0.3388
H -4.620 3.760 2.476 -0.1103 -0.4200 0.2209
H -4.233 4.265 4.815 0.1891 -0.1964 0.2190
H -4.038 5.688 3.911 0.3099 0.1621 -0.3223
C -6.833 0.655 2.049 -0.8377 0.2195 0.0116
C -5.558 0.457 1.238 -0.1216 -0.0781 0.4448
C -5.501 1.418 0.031 0.1571 -0.3898 0.4727
C -6.481 1.107 -0.997 0.1140 0.1289 0.3456
N -7.229 0.893 -1.833 -0.4997 -0.1729 -0.5160
H -7.745 0.484 1.478 0.0502 0.0376 -0.3344
H -6.889 1.682 2.410 0.0499 0.2065 -0.0911
H -6.987 0.056 2.946 0.6301 -0.3545 -0.0582
H -5.410 -0.576 0.922 -0.2146 0.0553 -0.2257
H -4.744 0.669 1.931 0.3470 0.2352 -0.2862
H -4.540 1.373 -0.481 0.1816 0.1041 0.2740
H -5.695 2.428 0.392 0.1303 0.1437 -0.1327
C 1.833 -3.620 -5.531 -0.5781 0.5572 -0.5967
C 1.024 -3.005 -6.704 -0.5806 -0.6370 0.7429
C 0.971 -1.466 -6.657 0.1427 -0.0521 0.0545
C 0.528 -0.795 -5.397 -1.0490 1.0935 3.1146
N 0.172 -0.259 -4.398 1.2636 -1.9927 -3.8045
H 1.500 -3.183 -4.590 0.0604 0.1342 0.0785
H 2.882 -3.369 -5.692 0.0213 -0.2535 0.1855
H 1.681 -4.694 -5.423 0.1678 -0.0072 -0.3093
H 0.015 -3.412 -6.776 -0.2943 0.0911 0.6576
H 1.389 -3.348 -7.673 0.6374 0.4488 -0.0240
H 0.296 -1.119 -7.440 0.1656 0.1774 -0.0953
H 1.987 -1.133 -6.870 -0.0502 0.4208 -0.0097
C -5.363 0.268 -4.902 0.3838 1.3543 0.5639
C -4.303 1.283 -4.311 -0.7112 -0.9231 -0.0945
C -3.118 0.545 -3.651 -0.2560 -0.2400 0.1700
C -3.554 -0.314 -2.538 0.5922 1.6948 -2.0313
N -3.977 -0.983 -1.731 -0.7603 -1.4969 2.0550
H -5.824 -0.308 -4.099 0.3850 -0.3042 0.0037
H -4.939 -0.357 -5.689 0.0105 -0.0899 0.1602
H -6.212 0.820 -5.304 0.1464 0.1362 -0.2703
H -4.796 1.920 -3.577 -0.0967 -0.1394 0.1910
H -3.933 1.988 -5.054 0.1396 -0.3039 -0.2380
H -2.356 1.219 -3.260 0.0594 0.0267 -0.1810
H -2.642 -0.149 -4.344 0.1880 0.2442 -0.2132
C 2.406 1.777 6.226 0.2816 0.3679 -1.1188
C 2.624 0.922 4.950 0.4262 0.2347 0.5827
C 1.297 0.390 4.438 -0.0311 -1.3304 -0.8355
C 1.489 -0.684 3.425 0.0477 -0.6434 -0.7240
N 1.603 -1.541 2.650 -0.0248 0.9982 1.0706
H 3.307 2.265 6.596 0.2627 -0.4575 0.0224
H 1.937 1.202 7.026 -0.0345 0.0893 -0.0790
H 1.796 2.633 5.936 -0.5038 -0.0974 0.2337
H 3.326 0.108 5.134 -0.2377 -0.3069 0.3103
H 3.132 1.443 4.138 -0.1665 0.5118 0.0730
H 0.640 1.121 3.968 0.0655 0.2468 0.2209
H 0.730 -0.126 5.213 -0.0970 0.2987 0.2957
```
Forces are in eV/Å.

Output
M   691.1 g/mol
2S+1   1
Electronic energy   -57513.9277 eV
Gap between HOMO and LUMO   11.4 eV
Max |F|   0.0871 hartree/bohr